[1]
Formula: CH4N6O
Source: OMol25
Level of theory: wB97M-V/def2-TZVPD

Summary:
Energy relative to the best compared isomer or geometry (same formula, charge and spin) ... 1.565 eV
E_tot ... -444.1295 Ha
Charge ... 0
HOMO-LUMO gap ... 9.09 eV
Strongest force on any atom ... 3.2 eV Å⁻¹

Positions of all 12 atoms, in Å:
N -0.201 1.862 0.048
N 0.448 0.700 -0.231
N 1.881 0.739 -0.066
N 2.301 -0.431 0.027
N 1.317 -1.281 -0.014
C 0.089 -0.624 -0.021
N -1.000 -1.205 -0.058
O -2.055 -0.274 -0.031
H -0.689 1.769 0.984
H -0.874 1.995 -0.692
H 1.558 -2.283 0.041
H -2.774 -0.968 0.013

Force components x, y, z for each atom (eV/Å):
-1.195 0.187 1.639
2.780 -1.439 0.528
-0.508 0.317 -0.065
1.396 1.876 -0.225
-1.108 -1.972 0.125
1.952 0.740 -1.000
-1.534 -1.524 0.583
-1.940 -1.627 -0.113
0.605 0.356 -1.606
-0.316 0.245 0.184
-0.786 1.086 0.049
0.653 1.756 -0.099


[2]
Formula: CH4NO
Source: OMol25
Level of theory: wB97M-V/def2-TZVPD

Summary:
Energy relative to the best compared isomer or geometry (same formula, charge and spin) ... 1.138 eV
E_tot ... -170.4382 Ha
Charge ... -1
HOMO-LUMO gap ... 7.24 eV
Strongest force on any atom ... 7.3 eV Å⁻¹

Positions of all 7 atoms, in Å:
N 0.276 0.224 0.995
C -0.343 0.060 -0.471
O 0.524 0.766 -1.412
H 1.240 0.261 0.849
H 0.044 -0.631 1.436
H -1.293 0.391 -0.438
H -0.449 -1.071 -0.960

Force components x, y, z for each atom (eV/Å):
-3.175 0.092 -2.161
6.637 -0.580 -2.876
-2.327 -1.498 2.405
1.856 -0.048 -0.528
0.029 -1.121 0.933
-3.433 1.568 0.373
0.414 1.588 1.854


[3]
Formula: CH4NO2
Source: OMol25
Level of theory: wB97M-V/def2-TZVPD

Summary:
Energy relative to the best compared isomer or geometry (same formula, charge and spin) ... 5.998 eV
E_tot ... -245.2611 Ha
Charge ... +1
HOMO-LUMO gap ... 11.63 eV
Strongest force on any atom ... 7.6 eV Å⁻¹

Positions of all 8 atoms, in Å:
C -0.477 0.056 0.436
N 0.770 -0.034 -0.304
O -1.495 0.876 0.128
O -1.518 -0.504 -0.173
H -0.499 -0.163 1.823
H 0.458 0.125 -1.354
H 1.114 -1.033 -0.387
H 1.647 0.678 -0.169

Force components x, y, z for each atom (eV/Å):
-0.570 -1.131 7.465
2.220 1.256 -4.111
0.454 2.977 -0.634
-0.748 -2.815 -1.210
0.952 0.592 -4.647
0.647 -0.010 2.057
-0.239 1.126 0.799
-2.716 -1.995 0.280


[4]
Formula: CH4NO2
Source: OMol25
Level of theory: wB97M-V/def2-TZVPD

Summary:
Energy relative to the best compared isomer or geometry (same formula, charge and spin) ... 8.268 eV
E_tot ... -245.1777 Ha
Charge ... +1
HOMO-LUMO gap (alpha / beta) ... 8.76 / 8.77 eV
Strongest force on any atom ... 4.5 eV Å⁻¹

Positions of all 8 atoms, in Å:
C 0.903 0.255 0.129
N -0.332 -0.272 -0.229
O -2.542 -0.196 0.041
O -1.330 0.286 0.217
H 1.164 -0.032 1.275
H 1.646 -0.327 -0.592
H 0.974 1.414 0.024
H -0.484 -1.128 -0.864

Force components x, y, z for each atom (eV/Å):
4.338 0.201 0.994
-0.877 -2.523 -2.054
2.942 0.625 -0.116
-4.325 0.431 0.960
-0.600 0.577 -2.609
-1.230 1.608 1.715
-0.273 -2.116 0.017
0.025 1.196 1.093


[5]
Formula: CH4NO2PS
Source: OMol25
Level of theory: wB97M-V/def2-TZVPD

Summary:
Energy relative to the best compared isomer or geometry (same formula, charge and spin) ... 0.786 eV
E_tot ... -985.2857 Ha
Charge ... 0
HOMO-LUMO gap ... 8.44 eV
Strongest force on any atom ... 2.3 eV Å⁻¹

Positions of all 10 atoms, in Å:
N -2.572 0.383 0.231
P -0.926 0.208 0.240
S -0.273 1.348 -1.208
H -3.127 0.663 -0.581
H -3.149 -0.016 0.961
O 2.980 0.432 -0.420
C 2.144 -0.394 -0.407
O 1.514 -0.884 0.718
H 1.508 -0.841 -1.186
H 1.901 -0.900 1.651

Force components x, y, z for each atom (eV/Å):
-0.880 -0.211 -0.413
-0.495 1.144 -0.472
-0.401 -0.695 0.557
0.499 0.235 0.385
0.279 -0.139 -0.019
1.077 0.116 -0.363
-1.596 -0.315 1.456
0.711 -1.136 1.561
0.871 0.241 -0.548
-0.067 0.761 -2.144


[6]
Formula: CH4NO2S2
Source: OMol25
Level of theory: wB97M-V/def2-TZVPD

Summary:
Energy relative to the best compared isomer or geometry (same formula, charge and spin) ... 1.395 eV
E_tot ... -1042.1562 Ha
Charge ... -1
HOMO-LUMO gap ... 7.71 eV
Strongest force on any atom ... 1.0 eV Å⁻¹

Positions of all 10 atoms, in Å:
C -2.271 0.638 -0.143
N -2.275 -0.506 0.367
O 0.916 -1.286 -0.212
O 0.954 1.136 -0.554
S 3.448 0.032 0.771
S 1.679 -0.131 -0.726
H -1.391 1.185 -0.486
H 3.507 -1.291 0.807
H -3.228 1.145 -0.238
H -1.339 -0.922 0.413

Force components x, y, z for each atom (eV/Å):
0.066 0.640 -0.203
-0.043 -0.923 0.326
0.177 0.181 0.081
0.185 0.124 0.166
-0.012 0.442 0.217
-0.497 -0.340 -0.485
0.162 -0.192 0.030
0.054 -0.387 0.030
-0.205 0.154 -0.042
0.114 0.300 -0.121


[7]
Formula: CH4NO3
Source: OMol25
Level of theory: wB97M-V/def2-TZVPD

Summary:
Energy relative to the best compared isomer or geometry (same formula, charge and spin) ... 0.868 eV
E_tot ... -320.8970 Ha
Charge ... 0
HOMO-LUMO gap (alpha / beta) ... 10.66 / 6.10 eV
Strongest force on any atom ... 6.0 eV Å⁻¹
Spin multiplicity ... 2

Positions of all 9 atoms, in Å:
N 1.289 1.035 -0.024
C 0.929 -0.407 -0.230
O -0.299 -0.696 -0.529
O 1.904 -1.165 -0.042
H 1.608 1.111 0.920
H 2.151 1.131 -0.506
H -2.757 -0.453 0.842
H -1.942 -0.336 -0.349
O -2.883 -0.219 -0.081

Force components x, y, z for each atom (eV/Å):
-0.214 -2.682 -0.194
-5.672 0.534 -0.919
5.864 0.578 1.102
-0.197 0.381 -0.114
-0.261 0.350 1.256
1.045 0.691 -1.217
-0.597 0.004 0.339
-0.976 0.308 -0.365
1.007 -0.164 0.113


[8]
Formula: CH4NO3
Source: OMol25
Level of theory: wB97M-V/def2-TZVPD

Summary:
Energy relative to the best compared isomer or geometry (same formula, charge and spin) ... 5.134 eV
E_tot ... -320.4145 Ha
Charge ... +1
HOMO-LUMO gap (alpha / beta) ... 9.30 / 8.74 eV
Strongest force on any atom ... 4.9 eV Å⁻¹

Positions of all 9 atoms, in Å:
C 0.940 -0.007 -0.057
N -0.306 0.535 -0.028
O -0.808 1.558 -0.176
O -2.801 0.244 -0.080
O -1.892 -0.648 0.154
H 1.207 -0.230 -1.105
H 0.969 -0.965 0.475
H 1.698 0.708 0.304
H -3.290 0.435 0.754

Force components x, y, z for each atom (eV/Å):
3.260 -0.792 -0.191
-4.847 0.694 0.372
1.583 -0.399 -0.036
-0.390 -0.023 -0.251
0.851 0.253 0.024
-0.306 0.126 0.006
-0.263 0.302 0.030
-0.280 -0.086 -0.004
0.391 -0.075 0.050


[9]
Formula: CH4NO3P
Source: OMol25
Level of theory: wB97M-V/def2-TZVPD

Summary:
Energy relative to the best compared isomer or geometry (same formula, charge and spin) ... 5.776 eV
E_tot ... -662.1876 Ha
Charge ... 0
HOMO-LUMO gap ... 8.69 eV
Strongest force on any atom ... 1.8 eV Å⁻¹

Positions of all 10 atoms, in Å:
O 2.108 1.115 0.377
N 1.045 0.455 0.301
O 1.084 -0.805 1.007
C 0.272 0.364 -0.916
P -0.603 1.386 0.359
O -1.562 0.144 0.832
H 1.812 -0.678 1.637
H 0.751 0.830 -1.769
H -0.137 -0.628 -1.077
H -1.894 0.176 1.731

Force components x, y, z for each atom (eV/Å):
1.484 0.929 -0.253
-0.940 -0.176 0.878
-0.448 -0.373 -0.171
-0.063 -0.153 -0.317
0.365 -1.072 0.092
-0.373 0.076 -0.272
-0.018 0.387 -0.246
0.070 0.028 0.106
-0.122 0.148 -0.005
0.043 0.205 0.190


[10]
Formula: CH4NO3P
Source: OMol25
Level of theory: wB97M-V/def2-TZVPD

Summary:
Energy relative to the best compared isomer or geometry (same formula, charge and spin) ... 2.226 eV
E_tot ... -662.3180 Ha
Charge ... 0
HOMO-LUMO gap ... 10.08 eV
Strongest force on any atom ... 3.6 eV Å⁻¹

Positions of all 10 atoms, in Å:
H 0.271 0.029 3.040
N -0.345 0.136 2.186
C 0.027 -0.257 1.043
P -1.412 -0.292 -0.083
O -1.078 -0.691 -1.451
O -2.642 -0.258 0.622
H 0.953 -0.699 0.614
O 1.708 0.939 -1.922
H 1.272 0.810 -2.800
H 1.244 0.283 -1.249

Force components x, y, z for each atom (eV/Å):
-0.203 0.202 -1.643
1.025 -0.578 0.874
-0.387 0.193 0.451
1.924 -1.073 -1.524
0.213 0.436 0.203
-2.360 0.501 1.005
-0.214 0.310 0.780
-1.562 -1.878 1.287
0.295 -0.126 1.330
1.270 2.014 -2.763


[11]
Formula: CH4NO3S
Source: OMol25
Level of theory: wB97M-V/def2-TZVPD

Summary:
Energy relative to the best compared isomer or geometry (same formula, charge and spin) ... 4.442 eV
E_tot ... -719.0479 Ha
Charge ... -1
HOMO-LUMO gap ... 7.00 eV
Strongest force on any atom ... 5.8 eV Å⁻¹

Positions of all 10 atoms, in Å:
C -0.977 1.088 0.868
S -0.227 -0.124 -0.439
O -1.200 -0.938 -1.114
O 0.465 0.750 -1.418
N 1.079 -1.321 0.631
O 2.104 -1.414 -0.373
H -1.978 1.415 0.663
H -0.734 0.707 1.780
H -0.287 1.882 0.390
H 1.755 -2.045 -0.990

Force components x, y, z for each atom (eV/Å):
1.849 1.386 -5.274
2.559 -0.257 1.170
-1.710 -0.931 -0.064
-0.200 -0.119 1.122
-1.375 1.962 -1.900
0.015 0.305 1.067
-0.644 -0.388 0.060
0.596 -0.685 2.534
-0.950 -0.683 1.838
-0.140 -0.590 -0.553


[12]
Formula: CH4NOP
Source: OMol25
Level of theory: wB97M-V/def2-TZVPD

Summary:
Energy relative to the best compared isomer or geometry (same formula, charge and spin) ... 4.265 eV
E_tot ... -511.7074 Ha
Charge ... 0
HOMO-LUMO gap ... 8.80 eV
Strongest force on any atom ... 3.4 eV Å⁻¹

Positions of all 8 atoms, in Å:
O -2.006 -0.094 -0.578
N -1.413 -0.114 0.478
C -0.130 0.362 0.593
P 0.996 -1.015 -0.056
H 0.158 0.769 1.514
H 0.251 1.019 -0.157
H 1.801 0.124 -0.445
H 0.343 -1.051 -1.350

Force components x, y, z for each atom (eV/Å):
1.076 0.452 0.161
-3.141 -0.992 0.987
1.714 0.155 -2.399
0.617 0.274 -0.328
-0.001 -0.165 1.702
-0.998 1.323 -0.692
0.439 -1.178 -0.095
0.294 0.132 0.665


[13]
Formula: CH4NOP
Source: OMol25
Level of theory: wB97M-V/def2-TZVPD

Summary:
Energy relative to the best compared isomer or geometry (same formula, charge and spin) ... 4.081 eV
E_tot ... -511.7142 Ha
Charge ... 0
HOMO-LUMO gap (alpha / beta) ... 8.72 / 8.72 eV
Strongest force on any atom ... 3.2 eV Å⁻¹

Positions of all 8 atoms, in Å:
H -3.071 1.426 0.702
P -2.579 0.220 0.065
N -0.889 0.443 0.295
O -0.102 -0.581 -0.224
C 1.333 -0.403 -0.193
H 1.807 -0.453 0.779
H 1.703 0.569 -0.497
H 1.798 -1.220 -0.927

Force components x, y, z for each atom (eV/Å):
0.867 -0.321 -0.111
3.187 -0.097 0.188
-1.893 -0.184 -0.365
-0.586 0.175 0.007
0.868 -0.941 -1.324
-0.487 -0.808 0.628
-0.646 0.424 -0.773
-1.310 1.752 1.751


[14]
Formula: CH4NOP
Source: OMol25
Level of theory: wB97M-V/def2-TZVPD

Summary:
Energy relative to the best compared isomer or geometry (same formula, charge and spin) ... 1.423 eV
E_tot ... -511.8119 Ha
Charge ... 0
HOMO-LUMO gap ... 9.74 eV
Strongest force on any atom ... 2.5 eV Å⁻¹

Positions of all 8 atoms, in Å:
H 2.321 -0.711 -1.066
N 1.906 -0.498 -0.162
C 0.679 -0.299 -0.439
P -0.583 -0.205 0.925
O -1.723 0.763 0.226
H 0.085 -0.268 -1.414
H 0.010 0.746 1.693
H -2.695 0.473 0.237

Force components x, y, z for each atom (eV/Å):
0.852 0.098 -0.001
-1.143 -0.158 -1.244
-1.581 0.363 0.857
-0.646 -1.166 -0.581
-2.137 -0.084 -0.408
1.391 -0.218 0.555
0.751 0.915 0.630
2.513 0.250 0.191


[15]
Formula: CH4NOP
Source: OMol25
Level of theory: wB97M-V/def2-TZVPD

Summary:
Energy relative to the best compared isomer or geometry (same formula, charge and spin) ... 5.027 eV
E_tot ... -511.6794 Ha
Charge ... 0
HOMO-LUMO gap (alpha / beta) ... 8.09 / 8.87 eV
Strongest force on any atom ... 4.5 eV Å⁻¹

Positions of all 8 atoms, in Å:
H 2.988 0.958 -0.862
P 2.700 0.105 0.256
N 0.798 0.318 -0.147
O -0.010 -0.454 0.601
C -1.338 -0.270 0.149
H -1.371 0.266 -0.840
H -1.857 0.416 0.719
H -1.910 -1.339 0.123

Force components x, y, z for each atom (eV/Å):
-0.194 -0.165 0.363
-4.379 0.451 -0.948
4.248 -0.471 0.655
0.700 0.238 -0.238
-1.285 -2.602 -2.397
0.426 -1.179 0.497
-1.036 1.062 2.045
1.520 2.665 0.022


[16]
Formula: CH4NOPS
Source: OMol25
Level of theory: wB97M-V/def2-TZVPD

Summary:
Energy relative to the best compared isomer or geometry (same formula, charge and spin) ... 3.637 eV
E_tot ... -909.8075 Ha
Charge ... 0
HOMO-LUMO gap (alpha / beta) ... 5.94 / 8.35 eV
Strongest force on any atom ... 4.7 eV Å⁻¹
Spin multiplicity ... 3

Positions of all 9 atoms, in Å:
C -0.356 -0.985 -0.003
N 1.084 1.230 -0.873
O 1.000 -1.303 -0.422
P -0.186 0.906 -0.027
S 2.030 -0.003 -0.047
H -1.095 -1.489 -0.719
H -0.546 -1.235 1.144
H -0.557 1.270 1.350
H -1.374 1.610 -0.404

Force components x, y, z for each atom (eV/Å):
-0.389 -0.238 0.889
1.803 -0.807 0.783
-2.812 -2.012 0.119
-4.438 -0.391 1.442
2.775 2.964 -0.623
1.032 0.958 1.186
0.266 0.112 -2.534
1.221 -0.222 -0.421
0.542 -0.363 -0.841


[17]
Formula: CH4NOPS
Source: OMol25
Level of theory: wB97M-V/def2-TZVPD

Summary:
Energy relative to the best compared isomer or geometry (same formula, charge and spin) ... 2.206 eV
E_tot ... -909.8601 Ha
Charge ... 0
HOMO-LUMO gap (alpha / beta) ... 6.74 / 6.19 eV
Strongest force on any atom ... 5.9 eV Å⁻¹
Spin multiplicity ... 3

Positions of all 9 atoms, in Å:
C 1.547 -0.024 -0.260
N -1.473 0.063 0.157
O 1.860 0.033 1.043
P -2.974 0.140 0.578
S -0.303 -0.231 -0.892
H 1.778 0.805 -0.937
H 1.802 -1.062 -0.661
H 1.381 0.680 1.643
H -3.619 -0.404 -0.671

Force components x, y, z for each atom (eV/Å):
-1.950 -2.079 -1.160
5.736 -0.719 -1.062
-0.274 0.786 2.004
-4.358 0.451 -0.346
-1.162 1.042 0.228
0.465 -0.045 0.432
0.581 1.648 0.425
0.575 -0.883 -1.674
0.386 -0.202 1.154


[18]
Formula: CH4NOPS2
Source: OMol25
Level of theory: wB97M-V/def2-TZVPD

Summary:
Energy relative to the best compared isomer or geometry (same formula, charge and spin) ... 1.936 eV
E_tot ... -1308.1819 Ha
Charge ... 0
HOMO-LUMO gap (alpha / beta) ... 7.09 / 7.09 eV
Strongest force on any atom ... 6.1 eV Å⁻¹

Positions of all 10 atoms, in Å:
C -0.514 0.907 0.871
N 1.193 -0.570 -0.658
O -1.214 1.436 1.633
P 0.300 -0.693 0.672
S -1.093 -1.994 0.395
S 1.291 -0.420 2.384
H -1.422 1.432 -1.168
H 2.215 -0.587 -0.679
H 0.760 -1.018 -1.552
H -1.516 1.508 -1.898

Force components x, y, z for each atom (eV/Å):
-3.611 2.646 4.098
0.402 -0.831 -3.706
1.964 -0.648 -3.044
1.800 -3.019 1.426
-0.323 0.556 0.141
-0.580 -0.059 -1.531
-0.062 0.018 -0.079
-0.656 0.238 0.387
1.064 1.094 2.383
0.002 0.005 -0.074


[19]
Formula: CH4NOS
Source: OMol25
Level of theory: wB97M-V/def2-TZVPD

Summary:
Energy relative to the best compared isomer or geometry (same formula, charge and spin) ... 0.993 eV
E_tot ... -568.7143 Ha
Charge ... -1
HOMO-LUMO gap ... 6.65 eV
Strongest force on any atom ... 1.2 eV Å⁻¹

Positions of all 8 atoms, in Å:
S 0.262 -2.609 1.896
H 0.606 -1.572 1.125
C 0.095 0.854 -1.076
N -0.401 0.715 0.200
O -0.134 1.762 -1.842
H 0.691 0.038 -1.464
H -1.376 0.535 0.337
H 0.257 0.275 0.823

Force components x, y, z for each atom (eV/Å):
-0.063 0.019 0.090
0.122 -0.057 -0.119
-0.548 0.280 -0.598
0.882 0.725 -0.184
-0.561 0.169 0.098
0.903 -0.503 0.325
-0.129 0.141 0.200
-0.606 -0.773 0.188


[20]
Formula: CH4NP3
Source: OMol25
Level of theory: wB97M-V/def2-TZVPD

Summary:
Energy relative to the best compared isomer or geometry (same formula, charge and spin) ... 0.000 eV
E_tot ... -1119.1481 Ha
Charge ... 0
HOMO-LUMO gap (alpha / beta) ... 8.06 / 7.25 eV
Strongest force on any atom ... 4.4 eV Å⁻¹
Spin multiplicity ... 3

Positions of all 9 atoms, in Å:
C -2.669 -0.151 0.104
N -3.742 -0.530 0.036
P -0.865 0.396 0.237
P 2.218 -0.995 -0.514
P 1.375 0.898 -0.140
H -0.727 0.366 1.525
H -1.534 1.615 0.093
H 2.671 -0.612 -1.772
H 3.273 -0.986 0.433

Force components x, y, z for each atom (eV/Å):
1.571 -0.286 0.950
-1.482 -0.471 -0.327
-2.293 -0.510 -3.775
-1.080 -1.661 0.438
0.860 1.780 0.404
0.005 -0.145 3.172
1.074 0.783 -0.033
0.949 0.081 -0.151
0.396 0.429 -0.679